{
  "formula": "C68H187N17O17",
  "method": "the ωB97M-V functional and the def2-TZVPD basis",
  "elements": ["C", "C", "C", "O", "C", "N", "H", "H", "H", "H", "H", "H", "H", "H", "H", "H", "H", "C", "C", "C", "O", "C", "N", "H", "H", "H", "H", "H", "H", "H", "H", "H", "H", "H", "C", "C", "C", "O", "C", "N", "H", "H", "H", "H", "H", "H", "H", "H", "H", "H", "H", "C", "C", "C", "O", "C", "N", "H", "H", "H", "H", "H", "H", "H", "H", "H", "H", "H", "C", "C", "C", "O", "C", "N", "H", "H", "H", "H", "H", "H", "H", "H", "H", "H", "H", "C", "C", "C", "O", "C", "N", "H", "H", "H", "H", "H", "H", "H", "H", "H", "H", "H", "C", "C", "C", "O", "C", "N", "H", "H", "H", "H", "H", "H", "H", "H", "H", "H", "H", "C", "C", "C", "O", "C", "N", "H", "H", "H", "H", "H", "H", "H", "H", "H", "H", "H", "C", "C", "C", "O", "C", "N", "H", "H", "H", "H", "H", "H", "H", "H", "H", "H", "H", "C", "C", "C", "O", "C", "N", "H", "H", "H", "H", "H", "H", "H", "H", "H", "H", "H", "C", "C", "C", "O", "C", "N", "H", "H", "H", "H", "H", "H", "H", "H", "H", "H", "H", "C", "C", "C", "O", "C", "N", "H", "H", "H", "H", "H", "H", "H", "H", "H", "H", "H", "C", "C", "C", "O", "C", "N", "H", "H", "H", "H", "H", "H", "H", "H", "H", "H", "H", "C", "C", "C", "O", "C", "N", "H", "H", "H", "H", "H", "H", "H", "H", "H", "H", "H", "C", "C", "C", "O", "C", "N", "H", "H", "H", "H", "H", "H", "H", "H", "H", "H", "H", "C", "C", "C", "O", "C", "N", "H", "H", "H", "H", "H", "H", "H", "H", "H", "H", "H", "C", "C", "C", "O", "C", "N", "H", "H", "H", "H", "H", "H", "H", "H", "H", "H", "H"],
  "positions_angstrom": [[-5.67, -1.10, -1.33], [-5.66, -1.50, 0.17], [-4.41, -2.31, 0.63], [-4.31, -3.56, -0.07], [-4.87, -4.71, 0.59], [-5.65, -0.26, 0.91], [-4.80, -0.45, -1.47], [-6.59, -0.51, -1.49], [-5.73, -1.93, -2.02], [-6.54, -2.07, 0.45], [-4.43, -2.43, 1.71], [-3.49, -1.67, 0.42], [-4.59, -5.54, -0.02], [-5.94, -4.66, 0.60], [-4.37, -4.85, 1.58], [-6.29, 0.36, 0.48], [-6.03, -0.37, 1.84], [-3.82, -5.92, 6.36], [-3.55, -4.48, 6.22], [-3.48, -4.11, 4.76], [-3.06, -2.79, 4.63], [-1.68, -2.56, 4.61], [-4.55, -3.73, 7.00], [-4.88, -5.93, 6.08], [-3.80, -6.26, 7.40], [-3.20, -6.60, 5.77], [-2.56, -4.24, 6.66], [-4.55, -4.10, 4.41], [-2.92, -4.83, 4.15], [-1.26, -2.73, 3.62], [-1.17, -3.18, 5.35], [-1.56, -1.48, 4.78], [-4.32, -2.73, 7.01], [-5.44, -3.70, 6.50], [-8.04, 5.03, -2.28], [-7.02, 6.19, -2.08], [-5.61, 5.70, -1.79], [-5.60, 4.89, -0.67], [-4.31, 4.55, -0.27], [-6.96, 6.96, -3.34], [-9.04, 5.48, -2.41], [-8.05, 4.50, -1.33], [-7.74, 4.34, -3.05], [-7.27, 6.91, -1.26], [-4.95, 6.59, -1.67], [-5.31, 5.20, -2.71], [-4.41, 3.89, 0.57], [-3.83, 5.46, 0.17], [-3.72, 4.13, -1.11], [-7.85, 7.24, -3.73], [-6.38, 7.77, -3.22], [-2.10, -1.76, -3.03], [-1.21, -0.94, -3.90], [-1.26, -1.38, -5.37], [-0.16, -0.87, -6.14], [-0.15, -1.31, -7.51], [-1.58, 0.49, -3.69], [-3.09, -1.79, -3.46], [-2.18, -1.27, -2.05], [-1.80, -2.79, -2.88], [-0.18, -1.12, -3.58], [-2.24, -1.09, -5.83], [-1.22, -2.50, -5.32], [0.02, -2.39, -7.56], [0.67, -0.74, -7.89], [-1.03, -1.00, -8.07], [-2.61, 0.61, -3.73], [-1.13, 1.04, -4.40], [-3.40, 1.51, -6.92], [-4.81, 1.01, -6.63], [-5.50, 1.62, -5.39], [-4.67, 1.37, -4.28], [-5.02, 2.17, -3.13], [-5.74, 1.13, -7.72], [-2.83, 0.88, -7.60], [-2.94, 1.49, -5.91], [-3.40, 2.58, -7.19], [-4.66, -0.07, -6.38], [-6.55, 1.26, -5.27], [-5.48, 2.72, -5.51], [-6.09, 2.05, -2.96], [-4.71, 3.21, -3.21], [-4.49, 1.74, -2.26], [-5.51, 0.39, -8.38], [-5.72, 2.02, -8.20], [8.74, 1.97, 1.85], [8.78, 0.46, 1.70], [7.73, -0.08, 0.74], [6.49, 0.27, 1.24], [5.43, -0.33, 0.54], [10.14, 0.06, 1.33], [7.73, 2.26, 2.19], [8.93, 2.39, 0.89], [9.53, 2.21, 2.56], [8.65, -0.05, 2.66], [7.87, -1.17, 0.61], [7.89, 0.42, -0.28], [5.49, -1.41, 0.60], [5.46, 0.00, -0.51], [4.49, -0.09, 1.03], [10.17, -0.93, 1.12], [10.38, 0.53, 0.43], [8.52, -5.73, 0.47], [8.35, -4.57, -0.54], [6.97, -3.94, -0.39], [5.98, -4.92, -0.64], [4.69, -4.41, -0.76], [9.48, -3.67, -0.43], [7.63, -6.37, 0.53], [8.55, -5.26, 1.46], [9.44, -6.23, 0.30], [8.35, -5.09, -1.48], [6.82, -3.13, -1.13], [6.85, -3.56, 0.65], [4.40, -3.74, 0.06], [3.93, -5.23, -0.66], [4.60, -3.91, -1.76], [9.42, -2.84, -1.06], [9.45, -3.29, 0.50], [-2.42, 0.97, 0.26], [-0.96, 0.80, 0.29], [-0.45, -0.63, 0.46], [0.94, -0.69, 0.38], [1.50, -2.04, 0.48], [-0.32, 1.54, -0.86], [-2.94, 0.60, 1.13], [-2.85, 0.58, -0.67], [-2.67, 2.04, 0.23], [-0.61, 1.31, 1.17], [-0.95, -1.24, -0.28], [-0.80, -0.99, 1.46], [2.58, -1.94, 0.65], [1.40, -2.76, -0.36], [1.06, -2.61, 1.32], [-0.72, 1.16, -1.74], [0.66, 1.22, -0.84], [-0.10, 6.77, -1.27], [-0.48, 5.33, -1.20], [-1.13, 4.80, -2.55], [-2.31, 5.52, -2.89], [-2.82, 5.25, -4.21], [0.67, 4.49, -0.82], [0.68, 6.97, -2.00], [0.40, 6.96, -0.32], [-0.95, 7.43, -1.47], [-1.21, 5.14, -0.37], [-1.22, 3.68, -2.43], [-0.36, 4.88, -3.40], [-2.85, 4.18, -4.43], [-2.20, 5.65, -5.00], [-3.81, 5.73, -4.23], [1.40, 4.58, -1.55], [0.39, 3.53, -0.80], [2.72, 0.65, -2.37], [3.49, 1.68, -3.17], [3.26, 1.46, -4.68], [4.00, 0.34, -5.13], [3.70, -0.05, -6.48], [3.15, 3.06, -2.72], [3.04, 0.76, -1.32], [2.95, -0.39, -2.62], [1.67, 0.73, -2.54], [4.56, 1.50, -2.97], [3.64, 2.35, -5.18], [2.22, 1.34, -4.94], [2.63, -0.12, -6.72], [4.17, -1.03, -6.60], [4.13, 0.63, -7.25], [3.81, 3.74, -3.03], [3.16, 3.02, -1.69], [1.84, -3.30, -3.48], [3.12, -3.71, -4.20], [2.74, -3.95, -5.70], [3.93, -4.24, -6.39], [3.72, -4.36, -7.86], [4.18, -2.76, -3.91], [1.28, -2.51, -3.99], [2.08, -2.95, -2.49], [1.19, -4.18, -3.37], [3.50, -4.70, -3.84], [2.25, -3.05, -6.12], [2.03, -4.77, -5.76], [3.51, -3.37, -8.36], [2.87, -5.02, -8.07], [4.66, -4.79, -8.21], [4.96, -3.03, -4.55], [3.93, -1.80, -4.10], [-5.05, 0.74, 4.62], [-6.26, -0.14, 4.91], [-7.55, 0.58, 4.52], [-7.90, 1.44, 5.55], [-9.00, 2.23, 5.26], [-6.13, -1.35, 4.09], [-5.02, 1.05, 3.57], [-4.12, 0.23, 4.90], [-5.20, 1.63, 5.27], [-6.38, -0.41, 5.95], [-8.27, -0.20, 4.33], [-7.38, 1.23, 3.66], [-9.90, 1.57, 5.11], [-8.82, 2.72, 4.26], [-9.15, 2.96, 6.07], [-6.80, -2.04, 4.29], [-5.21, -1.77, 4.20], [1.18, 1.70, 7.95], [0.48, 2.37, 6.81], [-0.56, 1.41, 6.12], [0.05, 0.62, 5.15], [0.56, 1.26, 4.02], [-0.18, 3.54, 7.43], [2.05, 2.28, 8.31], [1.74, 0.83, 7.68], [0.54, 1.38, 8.77], [1.18, 2.71, 6.01], [-1.34, 2.12, 5.75], [-0.96, 0.73, 6.87], [1.48, 1.79, 4.23], [-0.22, 1.93, 3.61], [0.79, 0.47, 3.30], [0.42, 4.07, 8.04], [-0.69, 4.13, 6.78], [0.53, -6.93, -3.56], [1.17, -6.83, -2.22], [0.07, -6.45, -1.18], [-0.42, -5.15, -1.40], [-1.54, -4.85, -0.62], [1.59, -8.11, -1.76], [-0.10, -7.81, -3.53], [1.27, -7.12, -4.36], [-0.06, -6.04, -3.84], [1.92, -5.98, -2.24], [0.48, -6.49, -0.12], [-0.84, -7.05, -1.30], [-2.34, -5.60, -0.74], [-1.93, -3.91, -0.99], [-1.26, -4.69, 0.44], [2.35, -8.47, -2.37], [2.11, -8.05, -0.90], [2.72, 2.24, 1.76], [4.05, 2.94, 2.09], [4.33, 4.05, 0.98], [4.67, 3.41, -0.21], [6.04, 3.36, -0.63], [3.90, 3.59, 3.38], [2.78, 1.96, 0.68], [1.92, 2.95, 2.06], [2.68, 1.29, 2.37], [4.83, 2.18, 2.06], [5.08, 4.74, 1.40], [3.37, 4.61, 0.80], [6.49, 4.36, -0.81], [6.15, 2.73, -1.56], [6.62, 2.87, 0.14], [3.28, 4.38, 3.20], [4.72, 3.93, 3.88], [5.23, -1.70, 4.03], [3.75, -1.55, 3.77], [3.07, -2.89, 3.85], [3.42, -3.65, 2.68], [2.74, -4.89, 2.70], [3.21, -0.81, 4.92], [5.83, -2.16, 3.19], [5.41, -2.42, 4.89], [5.73, -0.76, 4.28], [3.58, -0.92, 2.93], [1.97, -2.70, 3.91], [3.37, -3.49, 4.67], [1.63, -4.80, 2.69], [3.02, -5.51, 3.56], [3.10, -5.43, 1.82], [2.22, -0.73, 4.91], [3.60, 0.13, 4.90], [0.28, 5.81, 4.21], [0.37, 4.79, 3.06], [-1.09, 4.50, 2.51], [-1.88, 4.19, 3.71], [-3.17, 3.77, 3.38], [1.29, 5.47, 2.14], [1.29, 5.99, 4.55], [-0.33, 5.52, 5.07], [-0.12, 6.76, 3.87], [0.72, 3.82, 3.43], [-1.06, 3.73, 1.74], [-1.53, 5.42, 2.12], [-3.18, 2.82, 2.86], [-3.75, 4.58, 2.85], [-3.73, 3.66, 4.35], [0.92, 6.38, 2.04], [1.15, 5.06, 1.20]],
  "e_lumo_ev": 0.47,
  "gap_ev": 8.853,
  "de_lowest_kcal_mol": 47.5,
  "spin_multiplicity": 1,
  "e_tot_ev": -133678.2962
}